Computed, not measured: a molecular structure, C5H11CeClNOY at a distorted geometry, with the ωB97M-V functional and the def2-TZVPD basis.

Cartesian coordinates (Å):
Y (1.515, -0.986, -3.243)
Cl (2.384, -2.937, -1.978)
C (2.545, 1.046, -3.547)
C (-0.513, -1.010, -4.404)
H (2.191, 1.360, -4.554)
H (2.447, 1.896, -2.850)
H (3.633, 0.784, -3.656)
H (-0.348, -0.226, -5.171)
H (-1.505, -0.890, -3.923)
H (-0.470, -1.997, -4.929)
Ce (-0.226, 0.270, 0.900)
C (-1.854, -1.368, 0.864)
C (-1.131, 1.961, -0.188)
H (-2.575, -0.792, 0.269)
H (-1.606, -2.322, 0.369)
H (-2.239, -1.520, 1.896)
H (-1.158, 1.540, -1.243)
H (-1.128, 3.075, -0.248)
O (0.225, 0.613, 5.337)
C (0.008, 0.726, 4.174)
N (-0.196, 0.774, 2.978)

Values from the calculation:
HOMO level, eV: -7.52
F_max, eV Å⁻¹: 2.93
Gap between HOMO and LUMO, Eh: 0.2077
LUMO, eV: -1.87
Charge: 0

Computed, not measured: 6 unconnected molecules or ions with the total composition C20H57N5O6 at a distorted geometry, with the ωB97M-V functional and the def2-TZVPD basis.

Cartesian coordinates (Å):
C (-2.943, -3.385, 1.679)
C (-2.078, -2.095, 1.342)
C (-2.998, -1.099, 0.487)
O (-3.527, -1.673, -0.684)
C (-4.576, -0.972, -1.271)
N (-1.314, -1.466, 2.311)
H (-0.705, -2.125, 2.751)
H (-0.551, -0.919, 1.839)
H (-1.896, -0.666, 3.005)
H (-3.525, -3.240, 2.539)
H (-2.514, -4.154, 2.005)
H (-3.448, -3.622, 0.757)
H (-1.403, -2.239, 0.549)
H (-2.534, -0.257, 0.007)
H (-3.801, -0.723, 1.184)
H (-4.797, -1.728, -2.107)
H (-4.084, -0.109, -1.583)
H (-5.353, -0.776, -0.656)
O (0.249, 0.076, 1.061)
H (0.826, 0.350, 0.329)
C (0.331, -3.416, -5.818)
C (0.445, -3.663, -4.359)
C (-0.086, -2.481, -3.533)
O (0.656, -1.340, -3.806)
C (0.125, -0.182, -3.172)
N (-0.178, -4.960, -3.967)
H (0.762, -2.280, -6.188)
H (-0.596, -3.142, -6.185)
H (0.814, -4.281, -6.159)
H (1.370, -3.951, -4.102)
H (-0.063, -2.852, -2.456)
H (-1.133, -2.172, -3.999)
H (0.841, 0.646, -3.185)
H (0.050, -0.533, -2.224)
H (-0.682, 0.223, -3.552)
H (0.117, -5.751, -4.380)
H (-0.064, -5.004, -2.956)
C (0.392, 1.809, 5.363)
C (0.211, 2.006, 3.836)
C (0.331, 3.423, 3.234)
O (-0.697, 4.181, 3.705)
C (-0.676, 5.497, 3.144)
N (1.228, 1.171, 3.213)
H (1.314, 2.495, 5.478)
H (0.518, 0.665, 5.498)
H (-0.445, 1.888, 5.804)
H (-0.678, 1.493, 3.263)
H (0.306, 3.235, 2.199)
H (1.282, 3.808, 3.483)
H (-1.438, 6.017, 3.649)
H (-0.807, 5.343, 2.148)
H (0.363, 5.882, 3.303)
H (2.093, 1.585, 2.930)
H (0.710, 0.973, 2.282)
C (-2.946, 4.010, -0.141)
C (-1.912, 2.831, -0.250)
C (-0.528, 3.261, -0.854)
O (-0.620, 3.779, -2.075)
C (0.555, 4.219, -2.690)
N (-1.740, 2.230, 1.042)
H (-3.912, 3.943, 0.076)
H (-2.877, 4.360, -1.147)
H (-2.402, 4.541, 0.671)
H (-2.148, 2.042, -1.049)
H (0.065, 2.359, -0.992)
H (0.161, 3.795, -0.336)
H (0.782, 5.026, -2.136)
H (0.435, 4.293, -3.671)
H (1.399, 3.502, -2.510)
H (-1.487, 2.764, 1.913)
H (-1.073, 1.499, 0.853)
C (4.667, -1.644, 1.775)
C (3.478, -1.321, 1.065)
C (3.175, -2.205, -0.116)
O (4.327, -2.243, -0.864)
C (4.151, -3.144, -2.018)
N (2.348, -1.435, 2.089)
H (5.617, -1.618, 1.122)
H (4.948, -2.500, 2.314)
H (4.937, -0.822, 2.495)
H (3.650, -0.122, 0.622)
H (2.160, -2.120, -0.816)
H (3.077, -3.219, 0.229)
H (5.076, -3.194, -2.578)
H (3.455, -2.554, -2.724)
H (3.511, -4.058, -1.717)
H (1.425, -1.109, 1.749)
H (2.502, -0.657, 2.636)

Values from the calculation:
HOMO level, eV: -8.41
F_max, eV Å⁻¹: 8.25
Gap between HOMO and LUMO, Eh: 0.3187
LUMO, eV: 0.26
Charge: 0

Computed, not measured: a molecular structure, C14H22MnN2OS3, with the ωB97M-V functional and the def2-TZVPD basis.

Cartesian coordinates (Å):
Mn (0.233, -0.196, -0.603)
C (3.817, -2.462, -0.945)
C (2.936, -1.434, -0.327)
O (1.902, -1.058, -0.933)
N (3.258, -0.910, 0.848)
C (2.435, 0.082, 1.530)
C (1.221, -0.544, 2.169)
C (1.198, -0.888, 3.505)
C (0.100, -1.567, 4.017)
C (-0.942, -1.891, 3.164)
C (-0.861, -1.496, 1.843)
N (0.186, -0.815, 1.346)
H (3.935, -2.232, -2.002)
H (3.320, -3.431, -0.868)
H (4.792, -2.520, -0.467)
H (4.096, -1.241, 1.301)
H (2.144, 0.848, 0.800)
H (3.053, 0.581, 2.272)
H (2.037, -0.635, 4.139)
H (0.068, -1.849, 5.061)
H (-1.806, -2.440, 3.509)
H (-1.656, -1.732, 1.147)
C (-3.141, 0.851, 0.013)
C (-3.215, -0.179, -1.116)
S (-1.668, -0.954, -1.727)
C (-1.346, -0.128, -3.320)
C (-1.067, 1.363, -3.211)
S (0.333, 1.651, -2.065)
C (-0.165, 3.130, -1.125)
C (-1.132, 2.911, 0.032)
S (-2.858, 2.584, -0.451)
H (-2.417, 0.570, 0.781)
H (-4.113, 0.836, 0.508)
H (-3.699, 0.239, -1.998)
H (-3.819, -1.031, -0.802)
H (-2.191, -0.323, -3.981)
H (-0.492, -0.672, -3.729)
H (-1.928, 1.897, -2.817)
H (-0.801, 1.776, -4.183)
H (-0.582, 3.811, -1.868)
H (0.766, 3.580, -0.780)
H (-1.131, 3.816, 0.642)
H (-0.800, 2.101, 0.689)

Values from the calculation:
HOMO level (spin up / spin down), eV: -14.77 / -14.77
F_max, eV Å⁻¹: 0.83
Gap between HOMO and LUMO (spin up / spin down), Eh: 0.2918 / 0.3059
Multiplicity: 2
LUMO (spin up / spin down), eV: -6.83 / -6.44
Charge: +2

Computed, not measured: 2 unconnected molecules or ions with the total composition C10H16O at a distorted geometry, with the ωB97M-V functional and the def2-TZVPD basis.

Cartesian coordinates (Å):
C (-1.422, -1.636, 1.689)
C (-1.314, -0.820, 0.409)
C (-0.464, 0.457, 0.696)
C (0.908, 0.388, 0.771)
C (1.704, 1.394, 1.271)
C (1.066, 2.613, 1.605)
O (1.743, 3.779, 1.910)
C (-0.321, 2.811, 1.429)
C (-0.980, 1.732, 0.827)
H (-0.603, -2.360, 1.573)
H (-2.339, -2.368, 1.744)
H (-1.391, -1.015, 2.595)
H (-0.704, -1.365, -0.313)
H (-2.204, -0.357, -0.018)
H (1.402, -0.519, 0.411)
H (2.784, 1.292, 1.208)
H (2.443, 3.662, 2.558)
H (-0.940, 3.666, 1.710)
H (-2.087, 1.713, 0.797)
C (-0.340, -1.868, -3.094)
C (0.998, -1.368, -2.577)
H (-1.241, -1.323, -2.827)
H (-0.250, -2.063, -4.145)
H (-0.540, -2.915, -2.721)
H (1.174, -0.423, -3.134)
H (1.924, -1.934, -2.875)
H (0.994, -1.173, -1.499)

Values from the calculation:
HOMO level, eV: -8.47
F_max, eV Å⁻¹: 3.20
Gap between HOMO and LUMO, Eh: 0.3434
SMILES: CCc1ccc(O)cc1.CC
LUMO, eV: 0.88
Charge: 0

Computed, not measured: a molecular structure, C13H7BeF3I2N2O4S at a distorted geometry, with the ωB97M-V functional and the def2-TZVPD basis.

Cartesian coordinates (Å):
Be (-0.065, 1.563, -0.434)
F (-0.775, 5.070, 3.898)
C (-0.843, 4.676, 2.617)
F (0.233, 5.191, 2.008)
F (-1.918, 5.276, 2.094)
C (-0.887, 3.177, 2.497)
C (-0.844, 2.361, 3.609)
C (-0.817, 0.977, 3.443)
C (-0.732, 0.471, 2.164)
N (-0.770, 1.255, 1.092)
C (-0.893, 2.592, 1.217)
S (-0.977, 3.376, -0.287)
H (-0.806, 2.801, 4.596)
H (-0.817, 0.322, 4.295)
H (-0.614, -0.584, 1.973)
O (3.120, 0.084, -0.872)
C (1.957, -0.082, -1.123)
O (1.037, 0.832, -0.908)
C (1.417, -1.370, -1.664)
C (0.048, -1.609, -1.746)
C (-0.425, -2.832, -2.190)
C (0.462, -3.823, -2.572)
C (1.828, -3.577, -2.495)
C (2.315, -2.362, -2.040)
N (2.754, -4.624, -2.881)
O (2.281, -5.661, -3.292)
O (3.935, -4.393, -2.764)
H (-0.640, -0.827, -1.449)
H (-1.488, -3.011, -2.233)
H (0.130, -4.787, -2.929)
H (3.378, -2.190, -1.970)
I (-3.998, 1.171, -0.892)
I (-6.589, 0.537, -0.762)

Values from the calculation:
HOMO level, eV: -9.35
F_max, eV Å⁻¹: 1.43
Gap between HOMO and LUMO, Eh: 0.2700
LUMO, eV: -2.00
Charge: 0